Formula: CH14N2O4
Source: OMol25
Level of theory: wB97M-V/def2-TZVPD

Cartesian coordinates (Å):
H1 0.5684 2.3579 -2.4717
H2 -0.8296 -0.3761 0.0245
C1 -1.1590 0.5398 0.5209
O1 0.0290 -1.5950 2.7418
H3 -1.5703 -0.3881 2.2919
N1 -1.9598 0.3826 1.7607
H4 -0.2241 -1.3655 1.8361
H5 0.7330 0.9509 1.2809
H6 2.3252 -1.7719 -0.0858
H7 0.9038 -0.1618 -3.1538
O2 0.8532 1.5143 -2.1200
H8 0.3522 -0.7291 3.0261
H9 0.7923 1.6712 -1.1594
O3 1.2185 -1.0588 -3.3675
H10 1.0759 -1.4442 -0.8588
H11 -1.8040 1.1063 -0.1502
H12 -2.8894 0.0805 1.4862
H13 -0.1833 2.2924 1.0306
O4 1.3656 -1.7768 0.0020
H14 0.4089 -1.5802 -3.3634
N2 -0.0066 1.3516 0.7290

Results
Frontier orbital gap, eV: 10.497
HOMO, eV: -10.0
Energy relative to the best compared isomer or geometry (same formula, charge and spin), kcal per mole: 15.8
Electronic energy, Eh: -456.954604
SMILES: NCN.O.O.O.O